1.
This record from OMol25 describes an isolated molecule of C13H13N3O7S at a distorted geometry. The level of theory is ωB97M-V/def2-TZVPD.

```
37
Properties=species:S:1:pos:R:3:mulliken_charge:R:1
S 1.49 -1.53 -0.40 1.48
O -0.38 -0.62 -2.28 -0.37
O -1.50 1.73 0.97 -0.60
O -4.22 -0.44 0.51 -0.45
O -1.32 2.89 -0.85 -0.67
O 2.16 -0.46 -1.08 -0.57
O 1.57 -2.85 -0.93 -0.78
O 1.08 1.15 0.91 -0.08
N -0.85 2.24 0.08 1.26
N 2.23 -1.70 1.16 -0.02
N 3.17 -0.92 1.69 -0.78
C 2.74 2.30 -0.06 -0.69
C -2.09 -1.11 1.46 -0.78
C -4.81 -0.42 1.79 -0.85
C -2.37 -0.54 -0.88 -0.19
C 3.27 0.34 1.52 -0.41
C -0.75 -1.35 1.23 -0.35
C 0.54 2.09 0.10 0.15
C -1.10 -0.09 -3.38 -0.96
C 2.41 1.25 0.79 0.49
C -0.22 -1.17 -0.03 -0.18
C 1.53 2.82 -0.52 -0.67
C -1.02 -0.77 -1.10 0.33
C -2.90 -0.70 0.40 0.47
H -0.38 -0.01 -4.18 0.28
H -4.81 -1.41 2.25 0.33
H -0.10 -1.66 2.03 0.57
H -4.30 0.30 2.44 0.34
H 2.45 -2.67 1.32 0.27
H -5.84 -0.09 1.63 0.26
H -1.91 -0.76 -3.68 0.36
H -3.03 -0.22 -1.66 0.48
H 1.38 3.63 -1.21 0.57
H 4.15 0.78 1.97 0.44
H -2.48 -1.23 2.45 0.41
H 3.73 2.60 -0.33 0.53
H -1.51 0.90 -3.14 0.35
```

Calculated values
Highest occupied orbital energy, eV: -8.63
Lowest unoccupied orbital energy, eV: -0.7
Frontier orbital gap, Eh: 0.293
SMILES: COc1ccc(S(=O)(=O)N/N=C\c2ccc([N+](=O)[O-])o2)c(OC)c1

2.
This record from OMol25 describes a structure of composition C13H14EuF3IN2 at a distorted geometry. The level of theory is ωB97M-V/def2-TZVPD.

```
34
Properties=species:S:1:pos:R:3:mulliken_charge:R:1
Eu 0.12 0.17 0.63 1.07
I -0.09 2.40 1.92 -0.34
F -1.80 -1.99 2.10 -0.25
F 0.18 -1.87 2.96 -0.28
F -1.26 -0.29 3.60 -0.23
N -1.78 0.21 -0.35 -0.02
N 0.18 -1.59 -0.44 -0.33
C -2.01 -0.87 -1.15 0.90
C 0.06 -3.93 -1.97 -0.56
C -2.71 1.16 -0.25 0.07
C -3.92 1.10 -0.93 -0.83
C 4.87 3.45 1.20 -0.80
C -4.18 0.00 -1.75 -0.51
C -1.00 -3.03 -1.97 -0.57
C 1.18 -3.64 -1.20 -0.73
C 1.20 -2.47 -0.45 -0.12
C -0.86 -1.07 2.53 0.24
C -3.21 -0.99 -1.86 -0.57
C 3.68 4.35 1.57 -0.57
C -0.93 -1.86 -1.20 0.41
H 4.56 2.65 0.51 0.23
H 0.01 -4.84 -2.56 0.42
H -4.65 1.89 -0.81 0.38
H 3.95 5.04 2.38 0.27
H -3.38 -1.86 -2.49 0.29
H 5.30 2.98 2.09 0.27
H 5.66 4.02 0.71 0.28
H -2.45 1.99 0.41 0.14
H 3.36 4.95 0.71 0.26
H 2.04 -4.31 -1.16 0.38
H 2.05 -2.20 0.16 0.35
H 2.82 3.76 1.90 0.04
H -5.11 -0.09 -2.29 0.42
H -1.88 -3.23 -2.56 0.29
```

Calculated values
Expectation value of S²: 15.79
Highest occupied orbital energy (spin up / spin down), eV: -5.82 / -8.47
Lowest unoccupied orbital energy (spin up / spin down), eV: -0.5 / -0.5
Relative energy (zero: lowest compared OMol25 entry of this formula, charge and spin), kJ/mol: 307.07
2S+1: 8
Frontier orbital gap (spin up / spin down), Eh: 0.194 / 0.291

3.
This record from OMol25 describes a structure of composition C13H14HgN5O4S. The level of theory is ωB97M-V/def2-TZVPD.

```
38
Properties=species:S:1:pos:R:3:mulliken_charge:R:1
Hg -0.40 0.64 -0.61 1.46
S 1.71 0.61 -1.84 -0.50
O 2.36 -0.47 2.64 -0.77
O -1.75 -0.26 -3.22 -0.79
O -2.89 -2.21 -3.08 -0.94
O 1.04 0.79 1.37 -0.66
N -1.79 -2.12 0.92 -0.44
N -3.15 -3.19 -0.64 -0.63
N -1.84 -1.26 -1.23 -0.28
N -1.08 -0.97 1.28 -0.37
N -2.15 -1.26 -2.55 0.79
C -2.56 1.82 1.66 -1.03
C 5.70 0.40 0.43 -0.51
C 4.34 0.64 -1.53 -0.84
C 2.11 0.19 1.62 0.29
C 3.26 0.33 0.60 0.39
C -3.55 1.41 -0.37 -0.63
C 5.59 0.59 -0.95 -0.39
C -1.74 2.39 0.66 -0.42
C -3.67 1.22 1.01 -0.27
C -2.36 2.13 -0.61 -0.78
C -2.26 -2.16 -0.41 0.17
C 4.54 0.26 1.17 -0.52
C 3.14 0.53 -0.79 0.62
H -4.45 0.66 1.50 0.41
H 6.47 0.68 -1.57 0.31
H 4.58 0.08 2.23 0.37
H 4.25 0.77 -2.60 0.34
H -2.36 1.82 2.72 0.42
H -0.87 3.00 0.83 0.52
H -3.30 -3.20 -1.66 0.38
H 6.67 0.35 0.91 0.33
H -2.77 -4.07 -0.30 0.22
H -0.26 -1.16 1.84 0.26
H -4.22 1.03 -1.13 0.43
H -2.07 2.57 -1.56 0.59
H -2.56 -2.34 1.55 0.26
H -1.67 -0.24 1.69 0.20
```

Calculated values
Expectation value of S²: 0.77
Highest occupied orbital energy (spin up / spin down), eV: 0.37 / -1.76
Lowest unoccupied orbital energy (spin up / spin down), eV: 5.1 / 5.1
Total charge: -2
Relative energy (zero: lowest compared OMol25 entry of this formula, charge and spin), kJ/mol: 3.48
2S+1: 2
Frontier orbital gap (spin up / spin down), Eh: 0.174 / 0.252

4.
This record from OMol25 describes a structure of composition C13H14IN3OSn at a distorted geometry. The level of theory is ωB97M-V/def2-TZVPD.

```
33
Properties=species:S:1:pos:R:3:mulliken_charge:R:1
I -0.50 2.42 3.17 -0.46
Sn 1.18 1.51 0.85 1.30
O -0.34 -1.37 3.96 -0.59
N 0.98 -1.13 -0.31 0.17
N -0.83 0.91 -0.34 0.15
N 0.88 -0.13 2.32 -0.75
C -3.48 0.49 -1.24 -0.43
C 1.85 -2.12 -0.13 -0.13
C -1.77 1.88 -0.29 0.13
C 0.27 -0.76 3.13 0.70
C 1.71 -3.38 -0.74 -0.79
C -0.47 -2.66 -1.46 -0.62
C -1.21 -0.30 -0.85 0.82
C 0.53 3.56 0.70 -1.56
C 3.10 0.63 0.44 -1.36
C 0.52 -3.65 -1.42 -0.52
C -3.09 1.72 -0.70 -0.91
C -0.21 -1.39 -0.88 0.29
C -2.52 -0.51 -1.32 -0.70
H -1.47 2.83 0.14 0.48
H 3.07 0.16 -0.55 0.43
H 3.44 -0.03 1.23 0.28
H 0.29 3.72 -0.36 0.46
H -3.77 2.56 -0.58 0.39
H -0.26 4.00 1.32 0.41
H 3.75 1.51 0.37 0.40
H 0.34 -4.60 -1.92 0.42
H 2.72 -1.90 0.49 0.32
H -2.76 -1.48 -1.73 0.20
H 1.46 4.09 0.92 0.34
H -1.43 -2.82 -1.95 0.29
H -4.50 0.32 -1.59 0.44
H 2.53 -4.09 -0.67 0.39
```

Calculated values
Highest occupied orbital energy, eV: -7.01
Lowest unoccupied orbital energy, eV: -1.0
Frontier orbital gap, Eh: 0.221

5.
This record from OMol25 describes a structure of composition C13H14IN3Os at a distorted geometry. The level of theory is ωB97M-V/def2-TZVPD.

```
32
Properties=species:S:1:pos:R:3:mulliken_charge:R:1
Os 1.80 -0.13 -1.25 0.90
I 3.40 -0.39 0.53 -0.14
N -1.35 0.66 5.50 -0.20
N 0.41 1.27 -0.83 -0.13
N 0.18 -1.25 -0.78 -0.02
C -0.61 0.59 4.58 0.16
C -0.83 -2.85 -2.77 -0.54
C 0.48 2.61 -0.59 -0.30
C -0.15 -2.51 -0.47 -0.04
C -0.23 1.59 -3.14 -0.62
C -0.07 -0.72 -2.04 0.55
C 0.15 3.46 -1.63 -0.52
C -0.65 -1.51 -3.05 -0.63
C 0.09 0.75 -2.08 0.37
C -0.59 -3.36 -1.47 -0.55
C 0.32 -1.07 3.50 -0.76
C -0.17 2.95 -2.92 -0.55
C 0.21 0.42 3.46 0.38
H 0.18 4.54 -1.45 0.40
H 1.31 -1.37 3.91 0.33
H -1.15 -3.54 -3.55 0.47
H -0.08 -2.77 0.60 0.23
H 0.74 2.89 0.41 0.43
H -0.23 0.87 2.55 0.08
H -0.82 -1.01 -3.98 0.39
H -0.34 3.65 -3.72 0.47
H 0.30 -1.44 2.47 -0.13
H -0.75 -4.42 -1.24 0.39
H -0.49 -1.54 4.04 0.47
H -1.72 1.58 5.79 0.39
H 1.17 0.94 3.69 0.30
H -0.52 1.11 -4.06 0.41
```

Calculated values
Expectation value of S²: 6.03
Highest occupied orbital energy (spin up / spin down), eV: -13.50 / -14.40
Lowest unoccupied orbital energy (spin up / spin down), eV: -7.4 / -8.0
Total charge: +2
Relative energy (zero: lowest compared OMol25 entry of this formula, charge and spin), kJ/mol: 55.60
2S+1: 5
Frontier orbital gap (spin up / spin down), Eh: 0.223 / 0.235

6.
This record from OMol25 describes an isolated molecule of C13H14N2O2. The level of theory is ωB97M-V/def2-TZVPD.

```
31
Properties=species:S:1:pos:R:3:mulliken_charge:R:1
O 1.35 1.42 -3.17 -0.67
O 1.34 1.06 1.90 -0.39
N -1.14 -0.86 -1.00 -0.35
N 1.19 0.57 -1.09 0.21
C -3.32 -0.02 0.49 -0.44
C 2.99 -0.20 -2.55 -1.27
C 0.19 -0.84 2.02 -0.45
C -1.19 0.38 -0.54 1.17
C -0.05 -0.09 3.20 -0.50
C -3.25 -1.32 0.01 -0.44
C 1.04 -0.09 1.26 0.33
C 1.65 -0.36 -0.07 -0.72
C 1.78 0.66 -2.31 0.97
C -2.27 0.85 0.21 -0.68
C -2.14 -1.68 -0.73 -0.35
C -0.04 1.29 -0.87 -1.56
C 0.67 1.05 3.07 -0.61
H 3.31 -0.07 -3.58 0.34
H 3.81 0.09 -1.89 0.32
H -0.68 -0.37 4.03 0.45
H -0.25 1.81 -1.81 0.49
H -4.16 0.31 1.07 0.41
H -2.28 1.86 0.57 0.41
H 0.08 2.04 -0.08 0.29
H 2.74 -0.27 0.02 0.61
H -4.04 -2.02 0.20 0.40
H 0.79 1.91 3.71 0.50
H 2.76 -1.25 -2.37 0.31
H -0.22 -1.79 1.77 0.53
H -2.04 -2.68 -1.13 0.40
H 1.40 -1.39 -0.35 0.29
```

Calculated values
Highest occupied orbital energy, eV: -8.70
Lowest unoccupied orbital energy, eV: 0.8
Relative energy (zero: lowest compared OMol25 entry of this formula, charge and spin), kJ/mol: 87.70
Frontier orbital gap, Eh: 0.349
SMILES: CC(=O)N(Cc1ccccn1)Cc1ccco1

7.
This record from OMol25 describes an isolated molecule of C13H14N2O3S2 at a distorted geometry. The level of theory is ωB97M-V/def2-TZVPD.

```
34
Properties=species:S:1:pos:R:3:mulliken_charge:R:1
S 1.48 2.48 2.70 -0.24
S -2.27 -3.22 0.53 -0.14
O 0.55 2.03 -3.01 -0.36
O -0.55 -1.84 3.80 -0.61
O 0.76 3.74 -1.57 -0.57
N 0.42 0.02 3.04 -0.09
N 1.17 0.68 0.89 -0.26
C -1.80 2.61 -3.26 -1.08
C 2.01 1.71 -1.19 -0.60
C -0.10 -1.25 2.85 0.43
C 1.75 1.76 0.28 -0.04
C -0.05 -1.77 1.43 -0.59
C 0.97 0.89 2.14 0.46
C 1.99 2.82 1.09 -0.25
C -0.38 2.76 -3.80 -0.22
C -0.33 -4.30 1.80 -0.50
C 1.04 2.62 -1.92 0.56
C -2.33 -4.91 0.85 -0.50
C -0.73 -3.09 1.32 0.19
C -1.24 -5.34 1.54 -0.47
H -0.30 2.34 -4.80 0.29
H 0.36 0.35 3.99 0.22
H -2.50 3.13 -3.91 0.37
H 3.02 2.06 -1.41 0.26
H -0.51 -1.04 0.77 0.47
H 1.88 0.69 -1.55 0.28
H 0.60 -4.44 2.34 0.42
H 1.00 -1.85 1.15 0.39
H -1.09 -6.36 1.84 0.38
H -1.86 3.04 -2.26 0.31
H 2.41 3.77 0.84 0.46
H -0.09 3.82 -3.81 0.31
H -3.18 -5.48 0.52 0.43
H -2.07 1.56 -3.21 0.29
```

Calculated values
Highest occupied orbital energy, eV: -8.59
Lowest unoccupied orbital energy, eV: 0.5
Relative energy (zero: lowest compared OMol25 entry of this formula, charge and spin), kJ/mol: 68.47
Frontier orbital gap, Eh: 0.335
SMILES: CCOC(=O)Cc1csc(NC(=O)Cc2cccs2)n1